34
Properties=species:S:1:pos:R:3:forces:R:3 method="wB97M-V/def2-TZVPD" e_tot_ev=-28332.390 charge=+1 e_lumo_ha=-0.135 orbital_gap_ev=9.51 homo_energy_ha=-0.4848
C 3.853328 -0.939651 0.821688 -0.2 0.3 0.3
C 2.587910 -0.159231 1.428784 -0.4 -2.3 0.2
O 1.619951 -0.869665 1.759655 1.8 2.6 -1.0
O 2.660511 1.233258 1.563897 -0.8 -2.4 -1.0
C 1.428994 1.882785 1.187533 -1.1 2.5 0.1
C 1.382259 2.353169 -0.350174 -0.3 -0.8 -0.2
C 0.060479 1.724685 -1.043308 1.1 0.3 0.0
C 0.500904 0.301366 -1.608567 -0.7 0.4 0.4
C -0.729739 -0.700411 -1.907465 1.5 0.0 -0.8
C -0.642694 -1.982125 -0.958126 0.4 -0.3 -2.1
S -1.733725 -1.964914 0.534511 0.4 -0.6 0.4
C -2.555057 -0.336638 0.825788 -2.8 1.4 1.1
C -4.154501 -0.544074 1.003839 1.0 -0.9 -0.4
F -2.101893 0.173494 2.076976 0.0 -0.9 -2.2
H 4.212146 -0.484378 -0.151496 -0.3 -0.2 1.4
H 4.677670 -0.986358 1.600323 -0.9 0.3 -1.1
H 3.566878 -2.017199 0.593342 0.0 1.5 0.5
H 1.377654 2.846787 1.805097 0.2 -1.5 -0.6
H 0.486936 1.307648 1.437323 1.4 0.2 -0.1
H 2.289257 1.898653 -0.865533 -1.0 0.8 0.5
H 1.430364 3.483875 -0.464654 -0.1 -1.5 0.3
H -0.737702 1.696463 -0.238600 0.8 -0.2 -1.0
H -0.331931 2.371907 -1.890108 0.5 -0.8 1.0
H 1.135599 0.495209 -2.540801 -1.0 -0.4 1.2
H 1.177529 -0.190387 -0.843851 -0.8 0.5 -0.9
H -1.736419 -0.185918 -1.939798 1.1 -0.6 0.2
H -0.544183 -1.082543 -2.973255 -0.5 0.3 1.6
H 0.430350 -2.173966 -0.617883 -1.6 0.5 0.0
H -0.916270 -2.888358 -1.604858 0.0 1.1 1.3
H -2.781587 -2.846928 0.239337 0.8 1.2 -0.1
H -2.427029 0.429222 0.007144 0.7 -1.1 0.9
H -4.352256 -0.785991 2.094273 0.2 0.4 -1.4
H -4.692354 0.387885 0.652402 0.7 -1.2 0.6
H -4.441376 -1.447667 0.366566 0.0 1.4 0.8


39
Properties=species:S:1:pos:R:3:forces:R:3 method="wB97M-V/def2-TZVPD" e_tot_ev=-54609.342 charge=0 e_lumo_ha=0.007 smiles="CCSC[C@@](CCF)(C[C@@H](C)O)OC(=O)P(O)(O)=S" orbital_gap_ev=8.73 homo_energy_ha=-0.3134
C 3.540110 -1.731070 -0.638829 -0.6 -0.5 0.4
C 2.356383 -2.601900 -1.174058 1.1 1.3 -0.1
S 1.159703 -2.817353 0.179007 -0.2 -0.5 0.2
C -0.282119 -1.727094 -0.057589 0.5 0.1 0.2
C -0.055641 -0.197910 -0.113150 -1.5 0.6 -1.9
C 0.582404 0.260449 -1.453812 0.5 -0.6 0.0
C -0.148803 -0.226490 -2.720157 -0.2 1.5 -0.2
F 0.728790 -0.853607 -3.599358 -0.1 -0.4 0.3
C -1.491996 0.440273 -0.094830 -0.1 0.6 0.8
C -1.511628 1.991066 -0.126085 -0.4 0.2 -1.5
C -1.741534 2.545540 -1.575642 0.5 -0.3 0.1
O -2.595738 2.515969 0.657775 0.8 -0.1 0.4
O 0.806498 0.354975 0.904459 -1.0 -0.4 0.2
C 0.659081 -0.101189 2.191337 -1.9 2.5 -2.2
O 1.503644 -0.713190 2.671526 3.0 -2.3 2.3
P -0.767417 0.246695 3.342714 -1.5 -0.9 1.3
O -0.105514 0.278125 4.822606 0.4 0.4 -1.0
O -1.358548 1.722426 3.145793 0.8 -0.4 0.3
S -2.106690 -1.155972 3.366202 0.3 0.2 -0.5
H 4.398217 -1.738911 -1.321170 -0.2 0.1 0.1
H 3.819634 -2.170307 0.329555 0.3 0.1 -0.3
H 3.218091 -0.710559 -0.396862 0.1 -0.2 -0.3
H 2.813871 -3.552882 -1.473304 -0.7 -0.1 0.3
H 1.945371 -2.138315 -2.077084 -0.2 -0.3 0.3
H -0.947949 -1.923481 0.799527 0.4 -0.2 -0.1
H -0.836340 -2.095222 -0.927671 0.1 0.5 0.1
H 0.661847 1.352443 -1.495500 -0.1 -0.2 0.3
H 1.617537 -0.092549 -1.540678 -0.3 0.0 0.2
H -0.492027 0.664784 -3.264770 0.0 -0.3 0.1
H -1.048009 -0.823010 -2.541612 0.5 -0.4 -0.1
H -2.062982 0.123313 0.791409 0.3 0.0 -0.1
H -2.087322 0.094966 -0.950472 0.3 -0.2 0.2
H -0.531345 2.365234 0.203109 -0.4 0.0 0.4
H -2.188446 1.787500 -2.232721 0.0 0.2 0.1
H -0.789162 2.865843 -2.022075 -0.3 -0.1 0.0
H -2.416788 3.406811 -1.558285 0.2 -0.2 0.1
H -2.195074 3.235449 1.162175 -0.4 -0.1 0.1
H 0.096824 -0.639519 5.069734 0.0 0.2 0.1
H -2.146932 1.758672 3.718789 0.0 0.2 -0.3


37
Properties=species:S:1:pos:R:3:forces:R:3 method="wB97M-V/def2-TZVPD" e_tot_ev=-30520.219 charge=0 e_lumo_ha=0.019 smiles="CCCOOC(=O)OC[C@H](C)I.CNC(C)=O" orbital_gap_ev=10.08 homo_energy_ha=-0.3515
C -0.821577 2.815021 -3.962498 0.0 0.1 0.1
C -1.847701 3.441585 -2.999272 0.0 -0.1 0.0
C -1.509117 4.857659 -2.525374 0.2 0.1 -0.3
O -1.171646 4.954584 -1.147222 0.0 -0.1 0.1
O 0.008725 4.148959 -1.009297 0.0 0.2 -0.1
C 0.099428 3.715583 0.265944 -0.1 0.0 0.3
O -0.699946 3.865748 1.137164 0.1 -0.2 -0.2
O 1.287103 3.088708 0.348181 -0.2 -0.2 -0.3
C 1.249768 1.783545 0.961460 0.3 0.0 0.3
C 2.061185 0.842954 0.084054 -0.2 0.2 -0.4
C 1.556237 0.819862 -1.359739 -0.2 0.2 0.4
I 1.858487 -1.100800 0.954766 0.1 0.0 0.2
H -1.277934 2.570538 -4.922067 0.0 -0.1 0.0
H -0.002560 3.508034 -4.170809 0.0 0.0 0.0
H -0.378723 1.909097 -3.545087 0.0 0.0 -0.1
H -2.830265 3.471944 -3.474363 0.0 0.0 0.0
H -1.955807 2.814334 -2.110822 -0.1 0.1 0.0
H -2.365413 5.528551 -2.613568 0.0 0.0 0.2
H -0.688918 5.285806 -3.112568 -0.1 0.0 0.0
H 0.224063 1.420133 1.039435 0.0 0.2 0.0
H 1.685126 1.868845 1.957590 -0.1 -0.1 0.0
H 3.112499 1.123067 0.124506 0.0 -0.3 0.1
H 0.462692 0.882961 -1.350552 0.1 -0.2 -0.1
H 1.853247 -0.089449 -1.875718 0.1 0.1 -0.1
H 1.920204 1.703321 -1.886259 0.0 -0.1 -0.1
C -0.729574 -5.492999 1.495346 0.2 0.1 -0.1
N 0.387331 -4.930714 2.227080 0.0 0.0 0.0
C 0.672738 -5.037138 3.553809 0.0 0.0 0.0
C -0.280755 -5.844567 4.405040 0.0 0.0 0.0
O 1.658904 -4.497298 4.021879 0.0 0.0 0.0
H -0.376638 -6.161328 0.707971 0.0 0.0 0.0
H -1.322530 -4.702605 1.031704 -0.1 0.0 0.0
H -1.371499 -6.057527 2.162881 0.0 0.0 0.0
H 1.062916 -4.382330 1.718921 0.0 0.0 0.0
H 0.085830 -5.829931 5.426226 0.0 0.0 0.0
H -1.283340 -5.416265 4.380901 0.0 0.0 0.0
H -0.332543 -6.877888 4.060355 0.0 0.0 0.0


42
Properties=species:S:1:pos:R:3:forces:R:3 method="wB97M-V/def2-TZVPD" e_tot_ev=-84796.546 s_squared=2.00 charge=+3 e_lumo_ha="-0.435 / -0.474" orbital_gap_ev="7.10 / 6.05" homo_energy_ha="-0.6962 / -0.6960" multiplicity=3
C -0.063733 -0.736276 3.453224 -0.8 -0.9 -0.8
C -1.317800 -1.174795 2.617939 0.6 -0.4 0.1
O -1.003907 -1.392255 1.290296 0.5 -0.1 -0.1
C -2.216568 -1.512506 0.471800 0.6 0.0 -0.4
C -1.894914 -1.984294 -0.942100 -0.2 0.6 0.0
C -1.940308 -0.963653 -2.111357 0.8 -0.7 0.4
C -0.571530 -0.405126 -2.520762 -0.8 0.7 0.9
C 0.088677 0.301117 -1.357185 -0.3 -0.1 -1.3
O 0.894168 1.424290 -1.874031 -0.8 -0.9 1.2
P 1.845349 2.140225 -0.837617 0.2 1.0 -0.3
O 2.990755 2.727441 -1.440339 1.4 0.5 -0.7
O 0.998972 3.330366 -0.125254 -0.1 -0.9 0.1
C -0.200218 3.040911 0.518815 0.2 1.0 -0.3
C -1.359615 3.536026 -0.316746 -2.9 -1.1 1.1
O -2.513781 3.375434 -0.088961 2.1 0.5 -0.8
I -0.884782 4.663352 -2.168745 0.3 0.2 -0.1
O 2.089197 1.081261 0.346739 0.0 -0.3 -0.4
S 3.346653 -0.017220 0.193235 0.9 -1.5 0.9
C 3.121955 -1.014861 -1.263871 -0.1 0.5 -0.1
O 3.149791 -0.861836 1.322708 -1.5 -0.6 0.8
O 4.595807 0.598524 0.135806 0.7 1.6 -0.6
H 0.129068 -1.483314 4.248982 0.2 2.3 1.0
H -0.261164 0.216336 3.895966 0.2 0.4 0.6
H 0.825999 -0.691689 2.834101 0.4 0.2 -0.3
H -1.738881 -2.168222 2.997419 -0.8 0.7 0.2
H -2.116164 -0.461875 2.738956 -0.5 0.2 0.3
H -2.869307 -2.223919 0.962105 -0.2 -0.2 0.2
H -2.686313 -0.541204 0.473701 -0.3 0.4 0.1
H -0.933600 -2.475248 -0.940276 0.4 -0.4 0.1
H -2.634547 -2.739548 -1.136884 -0.2 -0.5 -0.3
H -2.654546 -0.179973 -1.902842 -0.2 0.3 0.0
H -2.281529 -1.520398 -2.964539 -0.5 -0.1 -0.4
H -0.732402 0.370512 -3.252028 0.0 -0.1 -0.7
H 0.037744 -1.206754 -2.891416 0.4 -0.2 -0.5
H -0.709645 0.681979 -0.739539 -0.1 0.3 0.5
H 0.705189 -0.395155 -0.824032 0.2 0.0 0.5
H -0.347829 2.005205 0.775415 -0.2 -0.5 -0.2
H -0.275327 3.596876 1.443980 0.1 0.4 0.3
H 4.127496 -1.209490 -1.592133 0.6 0.1 -0.1
H 2.691324 -1.951989 -0.974814 -0.5 -0.3 0.2
H 2.608443 -0.526635 -2.074417 -0.2 0.2 -0.2
Tm -0.038176 -3.251620 3.618701 0.5 -2.4 -0.8


35
Properties=species:S:1:pos:R:3:forces:R:3 method="wB97M-V/def2-TZVPD" e_tot_ev=-65112.555 s_squared=6.14 charge=0 e_lumo_ha="-0.018 / -0.031" orbital_gap_ev="4.70 / 4.33" homo_energy_ha="-0.1913 / -0.1900" multiplicity=5
C 0.165626 -0.469574 -3.997761 -1.0 -0.1 0.0
C -0.597344 -1.681308 -4.066097 0.0 1.3 1.1
C -1.969075 -1.321537 -3.873359 0.2 0.3 -1.2
C -2.090207 0.097318 -3.972207 0.9 -0.5 1.1
C -0.763056 0.642654 -3.946930 -0.1 -1.0 0.2
Mn 0.260858 1.365648 -0.292770 -0.7 -1.1 -1.3
P 2.503958 1.041070 -0.562858 1.3 0.2 -0.5
H 1.251348 -0.395514 -3.965584 -0.1 0.0 -0.3
H -0.201722 -2.691789 -4.175179 -0.1 0.3 0.2
H -2.795845 -2.039468 -3.800776 0.3 0.4 -0.3
H -0.514342 1.701631 -3.886259 0.0 -0.2 -0.3
H -3.023011 0.660703 -3.985539 0.3 -0.1 0.1
H 3.164523 2.176085 -1.146576 0.0 -0.7 0.3
H 2.891885 0.002155 -1.475142 0.0 0.5 0.6
H 3.304682 0.831279 0.605363 -0.1 0.0 -0.7
C 0.147727 -2.385483 1.207494 -0.1 -0.4 -0.1
N 0.298633 -1.096805 1.857486 0.2 0.3 0.5
C 1.431062 -0.950973 2.761840 0.0 -0.2 0.2
C -0.367682 -0.015047 1.376224 -0.4 -0.6 -1.0
S -1.363844 -0.218189 -0.017370 -0.3 0.3 0.0
N -0.388268 1.152602 2.140027 0.1 0.3 -0.4
C -0.547980 1.059290 3.585013 0.1 0.3 0.4
C -1.000812 2.331476 1.508355 -0.8 0.0 1.0
H 0.573076 -3.148398 1.866770 -0.1 0.1 -0.1
H 0.652853 -2.444880 0.230065 -0.1 0.2 0.2
H -0.910472 -2.606568 1.044595 0.2 0.0 0.0
H 1.989347 -0.024803 2.565794 -0.1 -0.2 0.0
H 1.096865 -0.947379 3.808996 0.3 0.0 -0.2
H 2.089030 -1.817407 2.615846 -0.1 0.4 0.1
H 0.402603 1.260822 4.101240 -0.3 -0.1 0.0
H -1.275216 1.811379 3.899616 0.1 -0.2 0.1
H -0.934389 0.076033 3.871790 0.1 0.2 -0.1
H -0.423720 2.790342 0.662551 -0.3 0.3 0.5
H -2.037783 2.143046 1.185239 0.4 0.1 0.0
H -1.019307 3.111585 2.270103 0.1 0.1 -0.2


38
Properties=species:S:1:pos:R:3:forces:R:3 method="wB97M-V/def2-TZVPD" e_tot_ev=-41981.785 charge=+1 e_lumo_ha=-0.096 smiles=CCOCCOn1cc[n+](P(O)O)c1CSCC orbital_gap_ev=9.13 homo_energy_ha=-0.4318
C 0.857620 3.451754 -1.184375 -0.1 0.0 -0.3
C 1.102458 2.115468 -1.857281 -0.2 0.2 0.1
O 1.794153 1.262749 -0.956208 0.1 0.0 -0.1
C 2.476431 0.187844 -1.562990 -0.4 -0.2 0.2
C 1.559560 -0.819500 -2.228777 0.5 0.1 -0.2
O 0.895333 -1.645407 -1.229355 -0.2 -0.1 -0.1
N -0.430686 -1.370801 -1.120290 0.5 0.0 0.0
C -1.379870 -1.737264 -2.036677 -0.1 -0.3 -0.7
C -2.536899 -1.273530 -1.560657 -0.4 0.2 0.3
N -2.284880 -0.640574 -0.351459 -0.1 0.0 0.3
P -3.761882 0.109863 0.445438 -0.2 -0.1 -0.4
O -3.114961 1.468722 1.042173 0.3 -0.2 -0.2
O -3.832278 -0.777136 1.766457 -0.2 0.3 0.1
C -0.964956 -0.714590 -0.088558 -0.1 0.0 0.1
C -0.129595 -0.184092 1.029109 0.0 0.2 -0.2
S -0.866043 -0.291293 2.674203 -0.1 -0.2 0.1
C 0.469468 -0.968648 3.718749 0.1 -0.1 0.1
C 1.449820 -1.925353 3.060433 -0.1 0.0 0.2
H 0.372164 3.321441 -0.215975 0.1 0.0 0.0
H 1.785958 4.008595 -1.069859 0.0 -0.1 0.2
H 0.187262 4.045357 -1.810010 0.1 0.0 0.0
H 1.669677 2.264311 -2.782734 0.1 -0.1 0.0
H 0.133446 1.668457 -2.126845 0.1 0.0 -0.1
H 3.214825 0.530149 -2.296323 0.0 0.1 0.0
H 2.986324 -0.331635 -0.749008 0.2 0.1 -0.1
H 2.162282 -1.502964 -2.828588 -0.1 -0.1 0.1
H 0.827559 -0.352160 -2.887041 -0.1 -0.1 0.1
H -1.211984 -2.268759 -2.956272 0.4 -0.1 0.1
H -3.528023 -1.349308 -1.973963 0.0 0.1 0.1
H -2.901257 2.071212 0.313885 -0.2 0.3 0.3
H -3.994041 -0.253856 2.566043 0.2 -0.2 0.1
H 0.790091 -0.762779 1.001538 0.0 0.0 0.0
H 0.166270 0.836989 0.777822 -0.1 0.0 0.0
H -0.075740 -1.509995 4.493729 -0.1 0.1 0.0
H 0.979883 -0.144239 4.215227 0.1 0.0 -0.1
H 0.934840 -2.795996 2.653432 0.0 0.0 -0.1
H 2.144453 -2.279485 3.823654 0.0 0.0 0.0
H 2.053218 -1.443548 2.291354 0.0 -0.1 0.0